C27H39ClN3O6Pt as an isolated structure at a distorted geometry, computed with the ωB97M-V functional and the def2-TZVPD basis.

Geometry as XYZ:
```
77
Properties=species:S:1:pos:R:3:forces:R:3:lowdin_charge:R:1
Pt 0.2708 1.0152 0.6510 0.7 -0.4 0.4 1.13
Cl 1.4273 2.9059 1.9833 0.3 0.3 0.8 -0.08
O -1.6370 0.6007 1.7271 -4.2 -1.5 -0.5 -0.15
O -2.2566 -1.0229 -3.1574 0.0 2.3 -2.7 -0.02
O 2.0350 -1.8452 0.7560 0.6 0.3 -0.5 -0.03
O 0.8554 -0.0703 2.3057 3.9 -0.9 2.6 -0.25
O 1.9895 0.1452 -0.3860 2.0 -2.2 0.0 -0.21
O -0.7479 -1.7358 -0.1525 -0.2 -1.1 -1.3 -0.01
N -3.8721 0.1684 1.7488 -1.3 0.1 0.0 -0.19
N -0.1788 -3.1548 -1.9038 0.5 -0.4 -0.1 -0.18
N 2.5828 -0.3612 3.7505 0.3 -0.1 0.7 -0.17
C 0.9129 -3.8581 -1.2519 0.3 0.1 -0.3 -0.05
C -2.6601 0.0578 1.2035 2.8 1.1 1.2 -0.26
C -1.5913 3.0310 -0.2850 0.8 1.1 0.2 -0.16
C -0.4223 -3.4874 -3.3044 0.4 -0.5 0.7 -0.07
C 6.1246 -2.2737 -0.0952 -0.2 0.3 -0.2 -0.11
C -0.1540 2.5578 -0.3240 -1.0 1.6 -4.4 -0.63
C 1.7262 -1.0278 4.7132 -0.2 0.1 -0.3 -0.03
C 5.9216 -0.4367 -1.6658 -0.2 -0.2 0.1 -0.10
C 4.7700 -2.1579 0.2072 -0.2 0.4 -0.3 -0.04
C 4.5577 -0.3103 -1.3581 0.4 -0.5 0.3 -0.02
C 0.7772 3.1353 -1.1400 -1.3 -1.6 1.1 -0.32
C 3.9887 -1.1471 -0.3839 0.4 -0.1 -0.3 -0.12
C -0.9808 -2.3029 -1.2215 -1.0 0.3 1.0 -0.32
C -4.1188 0.9753 2.9379 0.1 -0.4 -0.2 -0.03
C 3.9176 -0.0328 4.2062 -0.3 0.2 -0.3 -0.05
C 0.8987 4.5130 -1.6546 0.3 1.0 -1.0 -0.16
C 6.7105 -1.3974 -1.0182 -0.3 0.0 0.1 -0.12
C 0.1906 -0.1871 -4.5483 0.2 -0.1 0.0 0.00
C -1.0733 0.3939 -4.7411 0.5 -0.2 0.5 -0.20
C 2.5350 -0.9680 0.0378 -0.8 0.9 -0.4 -0.60
C -2.1609 0.0174 -3.8316 -0.4 -0.2 2.9 -0.16
C -5.0397 -0.5023 1.1830 0.2 0.0 0.0 -0.06
C 1.1793 0.0587 -5.5018 -0.2 0.1 -0.4 -0.06
C 0.8383 0.7957 -6.6559 -0.7 0.4 0.0 -0.08
C -1.2701 1.4155 -5.6723 0.4 -0.6 -0.4 -0.04
C -0.3508 1.5723 -6.7181 0.5 -0.9 0.8 -0.07
C 2.0877 0.1195 2.6154 -3.3 -0.2 -0.7 -0.37
H 0.8199 -1.3475 4.1933 0.2 -0.1 0.1 0.09
H 4.2729 -2.8535 0.8829 0.1 0.3 0.0 0.11
H 6.7054 -3.0547 0.3909 0.0 0.2 -0.1 0.09
H 1.8278 -3.7416 -1.8473 0.0 0.0 0.2 0.09
H 2.2104 -0.3074 -5.3797 -0.7 0.0 -0.1 0.11
H -2.8544 0.8590 -3.5480 0.1 -0.5 -0.7 0.14
H 0.3144 5.3358 -1.1687 0.2 -0.9 -0.3 0.07
H -5.8437 0.2200 0.9929 0.2 0.0 0.0 0.08
H 7.7735 -1.4882 -1.2393 -0.2 0.1 0.0 0.09
H 1.9630 4.8107 -1.5922 -0.4 0.1 0.1 0.06
H -3.3328 1.7231 3.0370 -0.1 -0.1 0.0 0.09
H -2.2778 2.3342 -0.7748 0.2 -0.1 0.0 0.05
H 2.2828 -1.8837 5.1097 -0.3 0.1 0.1 0.08
H 3.9147 0.4118 -1.8582 0.2 0.0 0.2 0.11
H 0.6865 -4.9326 -1.2194 -0.1 0.1 0.0 0.08
H 2.7547 0.7392 1.9916 -0.2 -0.5 0.2 0.09
H -5.4462 -1.2595 1.8679 0.2 0.1 0.0 0.09
H -4.7755 -0.9939 0.2401 0.0 0.1 0.2 0.09
H 3.9422 0.8647 4.8249 -0.2 0.0 0.3 0.09
H -2.1502 2.0260 -5.5610 -0.3 0.1 -0.3 0.11
H 0.4412 -3.1962 -3.9220 -0.2 0.2 0.1 0.08
H -1.3224 -2.9841 -3.6321 0.0 -0.1 -0.2 0.06
H -0.5551 2.2489 -7.5476 0.2 -0.2 0.2 0.10
H 6.3641 0.2183 -2.4190 -0.1 -0.2 0.2 0.09
H -0.4875 -4.5800 -3.4290 -0.3 0.2 0.1 0.08
H 4.3347 -0.8803 4.7492 0.1 0.0 0.0 0.08
H -4.1297 0.3266 3.8227 0.0 0.2 0.0 0.09
H -1.9352 3.1776 0.7288 -0.3 0.1 0.4 0.04
H -2.6297 -0.5725 0.2974 0.3 0.3 0.2 0.12
H 0.6881 4.5077 -2.7480 -0.1 0.4 0.3 0.05
H 1.4279 -0.3307 5.5117 0.2 -0.2 0.0 0.10
H -5.1027 1.4432 2.8187 0.2 0.0 0.1 0.08
H 4.5290 0.1832 3.3478 0.4 0.0 -0.4 0.08
H 1.4589 0.7416 -7.5507 0.2 0.4 0.4 0.10
H 1.5318 2.4006 -1.4309 0.6 0.7 0.2 0.06
H -1.9766 -2.2300 -1.7177 0.7 0.1 0.5 0.11
H 1.0871 -3.4634 -0.2485 -0.1 0.1 -0.2 0.07
H -1.6206 3.9829 -0.8120 -0.5 0.4 -0.1 0.05
H 0.3754 -0.7735 -3.6249 -0.1 0.4 -0.8 0.13
```
Forces are in eV/Å.

Charge: -1
ΔE to the lowest compared entry with this formula, charge and spin: 217.05 kJ/mol
Max |F|: 4.8 eV Å⁻¹
Kohn-Sham gap (spin up / spin down): 3.27 / 4.79 eV
Highest occupied orbital energy (spin up / spin down): -1.4 / -2.9 eV
Molar mass: 732.2 g/mol
DFT total energy: -61153.13751 eV
Expectation value of S²: 2.007
Multiplicity: 3

***

A 6-piece molecular cluster, C27H39F8N4O20S2 overall at a distorted geometry, computed with the ωB97M-V functional and the def2-TZVPD basis.

Geometry as XYZ:
```
100
Properties=species:S:1:pos:R:3:forces:R:3:lowdin_charge:R:1
S -0.8249 4.4655 3.1984 -0.9 0.9 -0.8 0.60
S 1.5608 -0.3469 2.7472 1.1 -1.2 2.3 0.75
F 5.2868 -6.2703 -5.0097 0.0 0.0 0.0 0.07
F 5.1954 -4.9398 1.2546 0.0 0.0 -0.1 0.07
F -8.0692 1.3093 3.8409 0.0 -0.1 0.0 0.09
F -0.7229 -1.2371 1.6797 0.1 0.5 -0.1 0.15
F -0.3245 -4.1076 0.9952 0.1 0.1 -0.1 0.05
F -6.4399 1.8802 -3.1828 0.1 0.0 0.0 0.07
F -0.8711 0.7192 2.6961 0.2 -0.5 -0.5 0.16
F -0.6241 -1.0963 3.8348 0.3 0.2 -0.5 0.17
O -1.0507 3.6465 2.0368 0.5 -0.7 0.1 -0.30
O 6.7177 -3.8808 -8.4681 0.0 0.0 -0.1 0.19
O 6.6262 -2.0900 -0.0408 -0.1 -0.2 0.0 0.07
O -0.6124 -5.9628 3.8949 -0.1 0.2 -0.3 0.08
O -4.0754 5.2222 -4.8875 0.1 0.0 -0.1 0.18
O 5.9823 -4.1322 -0.7032 0.4 0.2 0.2 0.14
O -1.7646 5.5230 3.3459 0.0 0.4 0.6 -0.26
O -2.5408 -7.0512 3.4775 -0.1 -0.1 0.0 0.22
O -6.5414 1.8340 -0.2903 -0.3 0.2 0.0 0.15
O -6.0368 2.9470 1.5979 -0.1 -0.2 0.1 0.08
O 6.6556 -2.6106 -2.2309 -0.1 0.1 -0.1 0.19
O -1.7794 -5.4812 2.0379 0.1 0.3 0.3 0.14
O -4.9144 3.3950 -3.8616 -0.1 0.3 0.2 0.12
O -6.2752 5.0820 -4.4265 0.1 -0.2 0.1 0.08
O 6.7020 -3.3933 -6.2698 -0.1 -0.3 0.0 0.07
O 1.8787 0.6151 3.7325 -0.4 1.3 -0.7 -0.19
O -0.8525 3.5390 4.5004 0.4 0.0 -0.3 -0.15
O 2.0287 -1.6590 3.0519 -0.2 -0.5 -1.1 -0.24
O 6.0540 -5.4252 -6.9588 0.4 0.1 0.2 0.13
O -7.4037 1.1789 1.6878 0.5 0.0 0.0 0.15
N 1.8696 -2.2020 0.3310 0.1 -0.5 0.1 0.22
N 0.6780 0.3922 -1.8452 0.1 0.5 0.3 0.02
N 2.1980 0.0711 1.2157 -2.7 -1.6 0.4 0.00
N 2.7404 -0.3187 -0.8895 -1.6 -0.1 -0.8 0.14
C -6.1242 3.1964 -3.1482 -0.1 -0.4 -0.2 -0.33
C 6.1950 -4.2127 0.6955 -0.4 -0.1 -0.1 -0.31
C 1.9881 3.2109 2.0661 -0.2 -0.5 -0.7 -0.21
C -0.3066 -0.4830 2.6923 -0.5 0.1 0.7 -0.64
C 6.5120 -4.1965 -7.3502 -0.1 0.1 -0.1 -0.54
C -3.9061 0.4097 -0.5325 0.9 0.4 0.0 -0.09
C -7.1086 4.0255 -3.9341 -0.3 0.2 0.0 -0.05
C 1.7582 0.8410 -1.0393 0.3 -1.3 0.1 -0.28
C 6.2097 -4.0850 -5.1192 0.2 0.2 0.2 -0.06
C -0.4227 1.3598 -1.9936 -0.4 -0.6 -0.2 -0.17
C 0.1782 -5.0590 3.1280 0.3 0.1 0.3 -0.06
C -1.5754 1.2021 -0.9818 -0.5 0.2 -1.2 -0.20
C 1.5220 1.2253 0.4617 2.3 2.9 -0.4 -0.17
C 2.2467 -0.9323 0.2699 1.7 1.6 0.0 -0.29
C -1.7292 -6.2579 3.1732 0.0 -0.2 0.1 -0.53
C 6.4454 -2.9131 -1.1097 -0.1 0.0 -0.1 -0.54
C -6.5306 2.8751 2.9407 0.2 0.2 0.2 -0.05
C -2.7165 0.3142 -1.5199 0.0 -0.1 1.3 -0.23
C -4.9960 4.6301 -4.4424 0.0 0.1 -0.2 -0.55
C 2.3152 2.5396 0.7122 -0.3 -0.3 0.6 -0.12
C 0.8524 5.1004 3.2135 0.5 -0.9 0.3 -0.19
C 6.1250 -2.7649 1.1135 0.3 0.3 0.3 -0.06
C -6.6509 1.9745 0.8810 -0.2 0.1 -0.1 -0.54
C -7.0035 1.4431 3.0217 -0.4 0.1 0.0 -0.32
C -0.8534 -4.4422 2.2135 -0.1 -0.4 -0.1 -0.32
C 1.5934 4.6807 1.9345 0.1 -0.1 0.9 -0.20
C 6.2765 -5.5243 -5.5662 -0.4 0.0 -0.1 -0.32
H 3.3847 2.3284 0.6606 0.1 0.1 -0.3 0.13
H 1.1512 2.6696 2.5048 0.0 0.1 0.1 0.06
H 0.9345 -5.6165 2.5704 -0.1 0.0 -0.1 0.15
H 6.7293 -2.5458 1.9898 0.1 0.1 -0.1 0.15
H -4.5554 1.2403 -0.8018 -0.1 -0.4 0.0 0.05
H -5.7471 3.1081 3.6571 0.1 0.0 -0.2 0.14
H 7.1512 -4.6980 0.8939 -0.1 -0.1 0.1 0.18
H -6.2331 0.7270 3.3160 -0.1 -0.1 0.1 0.17
H -5.9920 3.5095 -2.1120 0.0 -0.2 0.0 0.16
H 2.5007 5.2807 1.8925 -0.1 0.2 -0.3 0.13
H 5.1851 -3.7693 -4.9151 -0.1 -0.2 0.0 0.14
H 5.0972 -2.4402 1.2963 -0.1 -0.2 0.1 0.12
H -3.4820 0.6697 0.4451 -0.1 -0.1 0.1 0.06
H -7.5299 3.4710 -4.7736 0.1 -0.1 0.0 0.15
H -0.8491 1.1806 -2.9806 0.0 0.1 -0.1 0.12
H -3.0141 0.6291 -2.5151 0.1 -0.2 -0.2 0.11
H 2.3270 -2.9413 0.8445 -0.4 0.3 0.8 0.13
H 2.3404 1.6009 -1.5519 -0.4 0.4 0.0 0.16
H -1.3590 -3.5698 2.6303 0.0 0.1 -0.2 0.16
H -7.9178 4.4173 -3.3237 0.1 0.2 0.0 0.14
H -0.0276 2.3740 -2.0310 0.2 0.0 0.2 0.13
H 0.5180 1.4912 0.7898 -0.3 -1.0 0.0 0.13
H 2.0397 3.2082 -0.1030 0.1 0.1 -0.1 0.12
H 1.3362 4.6002 4.0553 0.0 0.1 0.1 0.11
H 0.9484 4.8547 1.0781 0.2 0.1 -0.2 0.12
H -1.2703 0.7564 -0.0364 0.2 0.3 0.2 0.07
H 0.6716 -4.3298 3.7679 -0.1 -0.1 0.2 0.13
H 1.0152 -2.4553 -0.1538 0.5 -0.3 -0.7 0.14
H -4.4303 -0.5318 -0.3984 -0.3 0.1 -0.3 0.08
H 0.3462 -0.5296 -1.5896 -0.1 0.0 -0.1 0.11
H 7.2365 -6.0111 -5.3855 -0.1 -0.1 0.1 0.17
H 2.8300 3.0663 2.7408 0.0 0.2 0.2 0.12
H 3.6037 0.1696 -0.6514 0.3 -0.5 0.0 0.15
H -7.3510 3.5822 3.0665 -0.1 -0.1 0.0 0.15
H -1.6377 2.9787 4.4084 -0.1 -0.1 0.2 0.09
H 0.8670 6.1652 3.4170 -0.5 0.1 -0.1 0.12
H 6.8227 -3.8807 -4.2478 0.1 0.1 -0.1 0.11
H -2.0163 2.1900 -0.8362 0.1 0.1 0.5 0.12
H -2.3684 -0.7223 -1.4908 0.0 -0.1 -0.6 0.10
```
Forces are in eV/Å.

Charge: +1
ΔE to the lowest compared entry with this formula, charge and spin: 0.00 kJ/mol
Max |F|: 3.8 eV Å⁻¹
Kohn-Sham gap: 6.42 eV
Highest occupied orbital energy: -12.6 eV
Molar mass: 955.7 g/mol
DFT total energy: -118942.03143 eV
Multiplicity: 1

***

C27H39Ge2N4OPtS2 as an isolated structure, computed with the ωB97M-V functional and the def2-TZVPD basis.

Geometry as XYZ:
```
76
Properties=species:S:1:pos:R:3:forces:R:3:lowdin_charge:R:1
Pt -0.5812 1.3031 -0.0465 -0.1 0.2 0.0 0.30
Ge 0.7979 1.7779 1.7392 0.1 0.1 0.1 0.72
Ge -0.2085 -1.0405 -0.1397 -0.1 -0.1 -0.4 0.81
S -1.3022 3.5230 0.0549 -0.1 0.0 0.0 0.54
S -2.2124 3.5138 -3.1450 0.0 -0.1 0.1 0.99
O -1.5658 1.9991 -3.3435 0.0 0.1 0.0 -0.53
N -2.8685 -2.4080 -3.1156 0.0 0.0 0.0 0.13
N -1.5540 -1.4278 -1.6936 0.1 0.0 0.3 -0.05
N 1.7586 5.4519 -0.4272 0.0 0.1 0.0 0.21
N 0.6620 5.5778 -4.3002 0.0 0.0 0.0 0.19
C 1.8076 0.1864 2.8956 0.3 -0.1 0.1 -0.05
C 1.0888 -4.8847 4.6107 0.0 0.0 0.0 -0.03
C 1.5036 -1.6483 -0.9276 -0.1 -0.1 0.1 -0.38
C -0.7431 -3.6243 -2.6275 0.0 0.0 0.0 0.02
C 0.7817 4.9865 -0.8154 0.0 0.0 -0.1 -0.25
C 1.6321 -0.9842 3.2689 -0.1 0.0 -0.3 0.04
C -2.6853 -0.6476 -1.8525 0.0 0.1 -0.1 -0.12
C -0.0303 0.5943 -4.4885 0.0 -0.1 0.0 -0.04
C -2.1538 -1.6713 1.9294 0.0 -0.1 0.0 -0.17
C 0.4399 -3.8365 5.2547 0.0 0.0 0.0 -0.04
C 3.1202 3.3985 2.4158 0.0 0.0 0.0 -0.15
C -0.0788 2.5695 3.2957 0.0 0.0 0.0 -0.38
C 2.0770 -3.3730 3.0325 0.0 0.0 -0.1 -0.01
C 1.4298 -2.3073 3.6786 -0.2 0.1 0.3 -0.25
C 1.9036 -4.6563 3.5038 0.0 0.0 0.0 -0.05
C -0.7856 4.3666 -2.5387 0.0 0.0 0.0 -0.53
C 2.6094 -0.6094 -0.7349 0.0 0.0 0.0 -0.20
C -1.4679 2.0167 3.5970 0.0 0.0 0.0 -0.18
C -0.9308 1.7957 -4.6426 -0.1 0.0 0.0 -0.50
C 0.0176 5.0601 -3.5003 0.1 0.0 0.0 -0.25
C -0.4256 4.3233 -1.2363 0.1 -0.1 0.0 -0.68
C 2.4829 2.6450 1.2501 0.0 -0.1 0.0 -0.37
C -3.5106 -1.2479 -2.7393 0.0 0.0 0.0 -0.04
C -1.0684 -2.3360 1.0836 0.0 0.1 -0.1 -0.36
C 0.6076 -2.5460 4.7952 0.0 0.0 0.0 0.00
C -1.6954 -2.4939 -2.4657 0.0 -0.1 -0.1 -0.35
C -1.9891 1.6078 -5.7088 0.0 0.0 0.0 -0.05
H -4.4702 -0.9631 -3.1303 0.0 0.0 0.0 0.13
H -1.4079 1.0201 4.0399 0.0 0.0 0.0 0.05
H -2.9120 -1.1930 1.3062 0.0 0.0 0.0 0.06
H 2.7078 -3.1750 2.1757 0.0 0.0 0.0 0.12
H -0.3310 2.6826 -4.8618 0.0 0.0 0.0 0.12
H 2.4017 -5.4838 3.0182 0.0 0.0 0.0 0.12
H 4.0813 3.8196 2.1205 0.0 0.0 0.0 0.08
H -1.7339 -0.8920 2.5689 0.0 0.0 0.0 0.04
H 0.9625 -5.8949 4.9773 0.0 0.0 0.0 0.12
H 3.5222 -0.8983 -1.2577 0.0 0.0 0.0 0.08
H -2.6165 2.4945 -5.7995 0.0 0.0 0.0 0.07
H 2.2528 3.3288 0.4325 0.1 -0.1 0.1 0.02
H -2.6605 -2.3958 2.5695 0.0 0.0 0.0 0.07
H 1.8321 -2.6123 -0.5300 -0.1 0.0 0.0 0.06
H -0.0102 -3.4097 -3.4064 0.0 0.0 0.0 0.10
H -1.4984 -3.1060 0.4384 0.0 -0.1 0.1 0.05
H 2.4903 4.2234 2.7483 0.0 0.0 0.0 0.07
H -1.5208 1.4259 -6.6766 0.0 0.0 0.0 0.09
H -2.0765 1.9418 2.6943 0.0 0.0 0.0 0.04
H -0.1226 3.6349 3.0518 0.0 0.0 0.0 0.06
H 2.6917 0.7457 3.1998 -0.1 0.1 0.0 0.09
H -2.8167 0.2890 -1.3357 0.0 0.0 0.0 0.09
H 0.5846 2.4661 4.1571 0.0 0.0 0.0 0.07
H -1.9963 2.6573 4.3032 0.0 0.0 0.0 0.08
H 2.8601 -0.4979 0.3231 0.0 0.0 0.0 0.04
H 0.5222 0.4237 -5.4126 0.0 0.0 0.0 0.09
H 1.3031 -1.8022 -1.9894 0.1 0.0 -0.1 0.04
H -1.2755 -4.5340 -2.9010 0.0 0.0 0.0 0.09
H -0.6232 -0.2964 -4.2687 0.0 0.0 0.0 0.07
H 0.1139 -1.7127 5.2770 0.0 0.0 0.0 0.13
H 2.3061 0.3736 -1.0962 0.0 0.0 -0.1 0.05
H -0.2068 -3.8057 -1.6981 0.0 0.0 0.0 0.07
H -0.1883 -4.0296 6.1129 0.0 0.0 0.0 0.12
H -0.3376 -2.8375 1.7170 0.1 0.0 0.0 0.03
H -3.2143 -3.0901 -3.7703 0.0 0.0 0.0 0.17
H 3.3048 2.7579 3.2840 0.0 0.0 0.0 0.06
H 3.1552 1.8863 0.8451 0.0 0.0 0.0 0.06
H 0.6835 0.7527 -3.6822 0.1 0.0 0.1 0.08
H -2.6198 0.7521 -5.4597 0.0 0.0 0.0 0.08
```
Forces are in eV/Å.

Charge: +1
ΔE to the lowest compared entry with this formula, charge and spin: 91.99 kJ/mol
Max |F|: 0.4 eV Å⁻¹
Kohn-Sham gap: 6.20 eV
Highest occupied orbital energy: -10.7 eV
Molar mass: 840.1 g/mol
DFT total energy: -174581.07258 eV
Multiplicity: 1

***

- Which formula does entry 1 have?
  C27H39ClN3O6Pt

***

- Number 2 is which compound?
  C27H39F8N4O20S2

***

- Number 3 is which compound?
  C27H39Ge2N4OPtS2